Here is C6H8FN in the gas phase from OMol25. Energies are from ωB97M-V with the def2-TZVPD basis set.

Structure (XYZ):
```
16
Properties=species:S:1:pos:R:3:forces:R:3
C 1.777 1.379 -1.271 1.27 -0.30 -0.06
C 0.881 0.459 -0.562 -0.70 -1.87 0.39
C -0.360 0.694 -0.044 -0.45 1.80 -0.63
C -2.153 -0.495 1.188 -1.39 -1.35 0.26
C 0.012 -1.426 0.445 -0.76 0.33 -0.22
C 1.072 -0.926 -0.251 0.19 0.59 0.34
H 2.713 1.431 -0.689 -0.17 0.34 -0.32
H 1.337 2.355 -1.355 -0.09 0.48 -0.01
H 2.071 1.038 -2.277 -0.27 0.01 0.30
H -0.893 1.626 -0.087 -0.22 0.16 0.05
H -2.102 -0.038 2.177 -0.38 0.25 -0.15
H -2.471 -1.574 1.340 0.85 1.11 -0.18
H -2.933 -0.129 0.522 -0.20 0.57 0.46
H -0.220 -2.401 0.856 0.21 0.20 -0.16
N -0.917 -0.387 0.510 1.61 -2.04 0.22
F 2.189 -1.606 -0.504 0.49 -0.29 -0.29
```
Positions in Å, forces in eV/Å.

Properties
Energy = -10558.5823 eV
Total charge = 0
Kohn-Sham gap = 9.185 eV
Max |F| = 2.61 eV Å⁻¹
2S+1 = 1
SMILES = Cc1cn(C)cc1F

Here is a molecular structure, C6H8FN from OMol25. Energies are from ωB97M-V with the def2-TZVPD basis set.

Structure (XYZ):
```
16
Properties=species:S:1:pos:R:3:forces:R:3
C -2.125 0.214 0.328 -1.19 -0.44 -1.73
C -0.725 0.265 -0.131 2.94 -0.21 -0.90
C 0.418 0.246 1.004 -1.24 1.15 0.65
C 0.335 -1.027 -0.428 -2.72 -0.66 -2.38
C 1.628 -0.394 -0.736 3.40 3.75 0.49
C 1.678 0.610 0.213 -0.42 -0.39 1.03
H -2.255 -0.448 1.125 -0.40 -1.64 0.93
H -2.637 1.083 0.690 0.83 1.37 0.26
H -2.759 0.022 -0.557 0.15 -0.75 0.46
H 0.152 0.705 1.961 0.49 0.11 -0.09
H -0.537 -1.653 1.418 1.83 0.96 -1.29
H 0.072 -1.738 -1.186 -0.48 -1.05 0.09
H 2.509 -0.529 -1.483 -2.36 -0.23 1.03
H 2.253 1.544 0.608 -0.53 -2.21 -1.46
N 0.386 -1.283 0.985 -0.91 0.26 1.92
F -0.750 1.169 -1.220 0.61 -0.03 0.98
```
Positions in Å, forces in eV/Å.

Properties
Energy = -10555.1885 eV
Total charge = 0
Kohn-Sham gap = 10.137 eV
Max |F| = 5.09 eV Å⁻¹
2S+1 = 1